Record 1
Below is the molecule C7H13NO, with properties calculated with wB97M-V/def2-TZVPD.

HOMO-LUMO gap = 10.60 eV
Structure (SMILES) = [H]/N=C(\C)[C@](O)(C=C)CC

```
! wB97M-V def2-TZVPD RIJCOSX def2/J DEFGRID3
* xyz 0 1
H -2.514 -1.779 -0.162
N -1.725 -1.358 -0.647
C -0.814 -0.887 0.086
C -0.795 -0.876 1.583
C 0.357 -0.241 -0.647
O 0.267 -0.530 -2.026
C 1.660 -0.830 -0.156
C 2.441 -0.388 0.811
C 0.292 1.292 -0.440
C -1.079 1.879 -0.767
H -1.694 -1.358 1.983
H 0.085 -1.409 1.943
H -0.735 0.131 1.954
H -0.625 -0.887 -2.167
H 1.950 -1.700 -0.736
H 2.216 0.477 1.406
H 3.360 -0.894 1.054
H 0.555 1.537 0.586
H 1.042 1.728 -1.095
H -1.042 2.961 -0.660
H -1.850 1.491 -0.102
H -1.351 1.640 -1.799
*
```

Record 2
Below is a 15-piece molecular cluster, C93H207N9O21 overall at a distorted geometry, with properties calculated with wB97M-V/def2-TZVPD.

HOMO-LUMO gap = 8.57 eV

```
! wB97M-V def2-TZVPD RIJCOSX def2/J DEFGRID3
* xyz 0 1
C 2.278 -27.584 18.665
C 1.750 -27.897 20.024
O 2.605 -27.463 21.062
O 3.367 -28.486 18.348
H 2.630 -26.558 18.525
H 1.528 -27.795 17.896
H 1.557 -28.959 20.072
H 0.790 -27.396 20.205
H 3.056 -28.252 21.403
H 4.000 -28.126 17.660
C 5.780 -28.563 21.535
C 5.492 -27.245 22.156
O 5.240 -26.228 21.198
O 4.722 -29.147 20.907
H 6.103 -29.184 22.349
H 6.676 -28.413 20.898
H 6.268 -26.975 22.859
H 4.605 -27.315 22.824
H 4.425 -26.431 20.733
H 4.697 -28.850 19.987
C 7.469 -22.807 17.881
C 6.755 -23.038 16.572
O 5.413 -23.357 16.765
O 6.725 -21.791 18.620
H 8.479 -22.464 17.657
H 7.510 -23.725 18.493
H 7.338 -23.835 16.038
H 6.835 -22.092 16.047
H 5.136 -22.696 17.418
H 6.819 -22.055 19.539
C 10.804 -25.328 15.085
C 10.918 -25.762 16.557
O 9.980 -24.892 17.220
O 11.034 -23.977 14.906
H 9.798 -25.501 14.693
H 11.552 -25.854 14.506
H 11.878 -25.623 17.038
H 10.594 -26.790 16.715
H 10.229 -24.750 18.156
H 10.463 -23.527 15.552
C -0.383 -30.696 13.652
C 0.536 -29.769 14.521
O 1.726 -29.431 13.772
O 0.293 -31.948 13.282
H -0.492 -30.136 12.755
H -1.358 -30.947 14.106
H 0.776 -30.273 15.443
H 0.019 -28.861 14.765
H 2.028 -30.253 13.337
H 0.215 -32.584 13.988
C 4.520 -31.656 17.318
C 3.078 -31.545 16.881
O 2.313 -30.969 17.925
O 4.662 -32.604 18.362
H 4.967 -30.662 17.556
H 5.152 -32.140 16.540
H 2.664 -32.535 16.720
H 2.891 -30.992 15.949
H 2.674 -30.060 18.044
H 4.064 -32.278 19.053
C -3.069 -28.293 14.865
C -3.120 -26.754 14.829
C -4.239 -26.301 15.777
C -4.231 -24.789 16.004
C -2.862 -24.392 16.680
C -1.660 -24.899 15.863
N -1.866 -26.314 15.459
O -0.776 -26.823 14.697
C -1.306 -23.923 14.749
C -0.490 -24.879 16.858
C -3.372 -26.179 13.453
H -2.482 -28.817 14.142
H -4.060 -28.709 14.810
H -2.592 -28.543 15.832
H -5.211 -26.646 15.364
H -4.093 -26.785 16.735
H -5.103 -24.598 16.636
H -4.363 -24.270 15.046
H -2.837 -24.698 17.715
H -2.724 -23.277 16.688
H -0.661 -24.489 14.081
H -2.195 -23.583 14.185
H -0.843 -22.996 15.090
H 0.460 -25.126 16.328
H -0.369 -23.934 17.393
H -0.648 -25.697 17.599
H -2.476 -26.320 12.841
H -3.628 -25.124 13.520
H -4.203 -26.685 12.968
H -0.985 -26.526 13.779
C 5.266 -35.812 13.575
C 4.315 -35.254 12.518
C 3.073 -34.593 13.114
C 3.460 -33.412 13.979
C 4.102 -32.260 13.060
C 5.354 -32.786 12.426
N 4.956 -34.098 11.762
O 6.081 -34.572 11.055
C 5.641 -31.873 11.236
C 6.494 -32.900 13.420
C 3.931 -36.348 11.554
H 6.267 -35.931 13.176
H 4.955 -36.757 13.955
H 5.258 -35.119 14.371
H 2.412 -34.160 12.339
H 2.622 -35.334 13.767
H 4.111 -33.672 14.823
H 2.583 -32.932 14.409
H 4.479 -31.482 13.760
H 3.321 -31.912 12.407
H 5.946 -30.856 11.572
H 6.470 -32.272 10.690
H 4.707 -31.768 10.675
H 6.176 -33.243 14.421
H 7.314 -33.370 12.951
H 6.834 -31.851 13.491
H 3.414 -37.133 12.094
H 4.864 -36.740 11.158
H 3.383 -35.966 10.680
H 5.832 -34.791 10.162
C 1.426 -26.153 9.283
C 0.466 -27.153 9.966
C -0.611 -27.571 9.033
C 0.008 -28.442 7.863
C 0.678 -29.672 8.395
C 1.771 -29.271 9.381
N 1.162 -28.401 10.383
O 2.229 -28.080 11.298
C 2.203 -30.523 10.154
C 3.049 -28.791 8.577
C -0.023 -26.481 11.230
H 0.872 -25.260 8.963
H 1.917 -26.538 8.403
H 2.120 -25.900 10.074
H -1.410 -28.187 9.423
H -1.100 -26.629 8.658
H 0.700 -27.760 7.307
H -0.794 -28.745 7.155
H 1.120 -30.208 7.573
H -0.036 -30.345 8.930
H 2.399 -31.314 9.415
H 3.059 -30.283 10.810
H 1.387 -30.833 10.784
H 2.860 -27.946 7.933
H 3.857 -28.542 9.281
H 3.393 -29.653 7.997
H -0.237 -25.415 11.193
H 0.701 -26.671 12.029
H -0.934 -27.033 11.499
H 1.916 -28.434 12.118
C 4.785 -21.916 14.205
C 3.480 -21.471 13.490
C 2.363 -21.427 14.547
C 2.476 -20.212 15.498
C 2.488 -18.967 14.602
C 3.630 -18.974 13.618
N 3.555 -20.154 12.772
O 4.566 -20.270 11.823
C 3.436 -17.786 12.653
C 4.963 -18.743 14.380
C 3.075 -22.482 12.458
H 5.186 -21.089 14.825
H 5.571 -22.289 13.540
H 4.543 -22.800 14.822
H 1.459 -21.255 13.969
H 2.245 -22.433 14.948
H 3.395 -20.161 16.103
H 1.653 -20.274 16.222
H 2.561 -18.095 15.191
H 1.564 -18.970 14.019
H 2.611 -18.137 12.073
H 3.253 -16.884 13.183
H 4.321 -17.675 11.994
H 5.093 -17.691 14.634
H 5.159 -19.306 15.290
H 5.817 -18.914 13.744
H 2.876 -23.477 12.863
H 3.911 -22.582 11.759
H 2.195 -22.082 11.991
H 5.364 -20.449 12.415
C 5.385 -25.263 11.194
C 6.555 -25.477 10.248
C 6.609 -24.369 9.230
C 7.200 -23.040 9.748
C 8.550 -23.164 10.480
C 8.497 -24.179 11.598
N 7.841 -25.462 11.011
O 7.837 -26.399 12.086
C 9.944 -24.507 11.958
C 7.822 -23.464 12.786
C 6.441 -26.861 9.562
H 4.629 -24.868 10.524
H 5.682 -24.553 11.958
H 5.119 -26.115 11.764
H 7.141 -24.609 8.292
H 5.585 -24.126 8.936
H 6.373 -22.668 10.358
H 7.281 -22.329 8.928
H 8.874 -22.184 10.827
H 9.291 -23.451 9.712
H 10.011 -25.122 12.868
H 10.283 -25.100 11.113
H 10.541 -23.572 12.092
H 8.497 -22.672 13.080
H 6.886 -23.058 12.333
H 7.607 -24.246 13.510
H 6.386 -27.610 10.333
H 7.365 -27.062 8.997
H 5.572 -26.855 8.930
H 7.320 -25.913 12.772
C 11.688 -28.062 10.974
C 12.365 -29.089 11.963
C 12.568 -28.615 13.406
C 11.325 -28.763 14.283
C 10.637 -30.162 14.156
C 10.446 -30.636 12.690
N 11.688 -30.362 12.025
O 11.659 -30.875 10.679
C 10.167 -32.142 12.859
C 9.249 -30.002 11.994
C 13.789 -29.340 11.379
H 10.741 -27.711 11.355
H 11.505 -28.542 10.010
H 12.369 -27.229 10.803
H 13.313 -29.319 13.842
H 13.073 -27.646 13.282
H 10.656 -27.994 13.946
H 11.431 -28.544 15.357
H 9.672 -30.106 14.586
H 11.331 -30.790 14.675
H 11.095 -32.674 13.108
H 9.463 -32.498 13.611
H 9.770 -32.548 11.892
H 8.433 -30.368 12.606
H 9.380 -28.926 12.059
H 9.054 -30.274 10.966
H 14.182 -30.171 12.010
H 14.413 -28.460 11.419
H 13.749 -29.748 10.378
H 11.003 -30.241 10.275
C 11.758 -32.127 17.942
C 10.250 -32.085 18.062
C 9.713 -33.237 17.191
C 8.207 -33.379 17.420
C 7.881 -33.738 18.917
C 8.482 -32.604 19.849
N 9.884 -32.395 19.433
O 10.528 -31.388 20.258
C 7.636 -31.354 19.834
C 8.545 -33.123 21.291
C 9.719 -30.656 17.605
H 12.106 -31.972 16.908
H 12.051 -33.134 18.247
H 12.289 -31.357 18.528
H 9.921 -32.939 16.143
H 10.275 -34.160 17.407
H 7.819 -34.173 16.800
H 7.692 -32.452 17.163
H 8.309 -34.767 19.219
H 6.822 -33.708 19.113
H 6.656 -31.599 20.216
H 8.194 -30.658 20.455
H 7.587 -30.920 18.862
H 7.618 -33.517 21.678
H 9.284 -33.920 21.325
H 8.913 -32.335 21.985
H 9.789 -29.972 18.468
H 8.701 -30.638 17.184
H 10.348 -30.266 16.815
H 11.265 -31.932 20.650
C 12.764 -26.336 21.740
C 12.035 -26.848 20.539
C 11.707 -28.364 20.827
C 10.530 -28.523 21.827
C 9.310 -27.820 21.257
C 9.665 -26.306 21.022
N 10.783 -26.202 20.162
O 11.097 -24.871 19.809
C 8.468 -25.667 20.326
C 9.841 -25.546 22.347
C 12.988 -26.823 19.379
H 13.609 -27.029 21.872
H 12.222 -26.381 22.666
H 13.224 -25.340 21.650
H 11.437 -28.829 19.896
H 12.600 -28.850 21.172
H 10.840 -28.034 22.766
H 10.362 -29.584 21.962
H 8.489 -27.781 21.996
H 8.945 -28.376 20.428
H 8.588 -24.565 20.406
H 8.458 -25.882 19.259
H 7.469 -25.901 20.749
H 9.878 -26.282 23.124
H 10.679 -24.838 22.427
H 8.929 -25.029 22.591
H 12.673 -27.435 18.508
H 13.922 -27.244 19.735
H 13.198 -25.809 18.984
H 11.213 -24.392 20.635
C 4.681 -25.850 14.391
C 4.296 -27.069 15.220
C 4.599 -28.396 14.381
C 6.108 -28.584 14.225
C 6.752 -28.733 15.594
C 6.434 -27.573 16.589
N 5.008 -27.221 16.522
O 4.720 -26.135 17.354
C 6.708 -28.073 17.966
C 7.448 -26.419 16.242
C 2.857 -27.145 15.558
H 4.594 -24.960 14.985
H 4.003 -25.792 13.516
H 5.707 -25.977 14.054
H 4.207 -29.160 14.998
H 4.065 -28.324 13.450
H 6.517 -27.733 13.683
H 6.317 -29.399 13.559
H 7.882 -28.736 15.533
H 6.486 -29.647 16.099
H 6.150 -29.003 18.014
H 7.792 -28.273 18.092
H 6.385 -27.284 18.647
H 7.353 -25.582 16.868
H 8.405 -26.868 16.524
H 7.331 -26.177 15.204
H 2.684 -28.183 15.908
H 2.176 -26.993 14.743
H 2.601 -26.463 16.376
H 5.133 -25.250 17.134
*
```